(w)
46
Properties=species:S:1:pos:R:3 method="wB97M-V/def2-TZVPD" multiplicity=5 total_charge=-1 s2=6.03 gap_ev="5.23 / 6.92" homo_energy_ev="-3.1 / -4.8"
Rh 0.24682 -0.20956 -0.06280
I -1.40513 -4.98986 2.90048
C -1.92306 -3.58109 1.43821
C -3.22256 -3.51585 0.96614
C -3.46474 -2.58331 -0.03705
C -2.44421 -1.77397 -0.48489
N -1.20195 -1.82133 0.01661
C -0.94204 -2.73946 0.95419
H -4.00245 -4.15630 1.35016
H -4.44564 -2.49732 -0.48666
H -2.58281 -1.05559 -1.28531
H 0.07971 -2.77117 1.31404
N 0.07327 2.74536 -2.37527
C -0.52936 2.77992 -1.18226
N -0.13417 3.76378 -0.33238
S -1.70905 1.68073 -0.66959
H 1.03509 3.05854 -2.41454
H -0.05831 1.88003 -2.88684
H 0.81674 4.09114 -0.42944
H -0.43646 3.60703 0.61557
O -0.03260 0.28128 1.67420
C 4.86959 -2.05132 -1.21022
C 4.93460 -2.05491 0.31284
C 4.36486 -0.77408 0.94629
C 4.43068 -0.85619 2.48119
C 3.82371 0.35436 3.18186
C 5.21453 0.39863 0.47620
O 6.39933 0.48843 0.72732
N 4.57705 1.33875 -0.28480
C 3.19742 1.40450 -0.56796
O 2.80212 2.28958 -1.30979
N 2.41267 0.47674 0.01133
C 2.90573 -0.63602 0.55615
O 2.12044 -1.57409 0.78498
H 5.26134 -2.98678 -1.61174
H 5.46448 -1.23887 -1.63361
H 3.84338 -1.94100 -1.56830
H 5.96691 -2.16322 0.65282
H 4.35428 -2.88928 0.70829
H 5.48114 -0.97167 2.75586
H 3.89967 -1.76222 2.77698
H 4.34267 1.27420 2.90202
H 3.90394 0.24743 4.26433
H 2.76685 0.47324 2.93554
H 5.13918 2.07694 -0.68314
I 0.89060 -0.82625 -2.73040

(x)
46
Properties=species:S:1:pos:R:3 method="wB97M-V/def2-TZVPD" multiplicity=5 total_charge=-1 s2=6.04 gap_ev="4.03 / 6.70" homo_energy_ev="-1.8 / -4.6"
Rh -1.05771 -0.73722 0.89093
I -2.23636 -1.46962 6.76617
C -2.79648 -1.71175 4.76818
C -4.01581 -2.34194 4.48023
C -4.32426 -2.46949 3.09106
C -3.47461 -1.99911 2.14175
N -2.27326 -1.37555 2.45303
C -1.96202 -1.24868 3.78801
H -4.66898 -2.70331 5.25906
H -5.24597 -2.94347 2.77803
H -3.71611 -2.09921 1.09493
H -1.03289 -0.76951 4.04218
N 2.88121 -0.50295 0.94998
C 2.00439 -0.94094 1.85295
N 2.13602 -2.19265 2.28852
S 0.75800 0.05585 2.44515
H 3.60894 -1.08694 0.57581
H 2.79225 0.43784 0.60987
H 2.84613 -2.81471 1.94454
H 1.46734 -2.53889 2.95429
O -0.80478 -2.43051 0.49433
C 2.66281 2.62486 -0.82703
C 1.65446 2.94955 -1.92551
C 0.84439 1.74041 -2.40866
C -0.15116 2.17298 -3.49076
C -1.01036 1.02607 -4.01973
C 1.80132 0.74186 -3.00562
O 2.52014 1.01382 -3.95240
N 1.83952 -0.48878 -2.43206
C 1.07137 -0.95323 -1.34031
O 1.28224 -2.10107 -0.99397
N 0.17618 -0.10440 -0.75876
C 0.04262 1.19152 -1.21980
O -0.72637 1.95721 -0.68174
H 3.20066 3.52381 -0.52635
H 3.40199 1.89525 -1.17260
H 2.15036 2.23385 0.05720
H 2.17943 3.37817 -2.78131
H 0.95727 3.69950 -1.55102
H 0.40481 2.62329 -4.31608
H -0.80150 2.94025 -3.06877
H -0.39486 0.24781 -4.47720
H -1.69921 1.39581 -4.77958
H -1.60397 0.57948 -3.21879
H 2.48049 -1.15721 -2.82859
I -3.16769 0.75197 0.05043

List of relative energies, unit eV: (w) 0.000; (x) 1.793

(w)
15
Properties=species:S:1:pos:R:3 method="wB97M-V/def2-TZVPD" total_charge=0 gap_ev=9.06 homo_energy_ev=-8.9
C 1.13943 0.14484 -1.00083
C -0.32992 0.27174 -1.24823
C -1.24143 -0.17119 -0.42917
C -1.08706 -0.98488 0.76727
H 0.41731 1.69809 0.41373
H 1.91538 1.86237 1.35478
H 1.52381 -0.12560 -1.96774
H -0.49293 0.59063 -2.31560
H -2.12079 -1.61697 0.96200
H -0.86378 -0.14773 1.85430
H 0.71558 -1.32741 1.11402
N 1.26327 1.21396 0.92052
N 1.83476 0.35886 -0.03872
O 0.07688 -1.86532 0.78628
Cl -2.75048 0.09861 -1.17259

(x)
15
Properties=species:S:1:pos:R:3 method="wB97M-V/def2-TZVPD" total_charge=0 gap_ev=10.46 homo_energy_ev=-9.6
H -1.86571 -0.46446 -1.86561
N -1.17298 -0.22444 -1.15583
C -1.41514 -0.40934 0.06066
N -2.67663 -0.77832 0.46239
O -0.51327 -0.15036 1.05303
C 0.86122 -0.24970 0.76065
Cl 1.23794 -2.00081 0.35601
C 1.35617 0.65437 -0.33712
C 2.31193 1.54874 -0.25078
H -3.14716 -0.82188 -0.42133
H -2.83506 -1.40212 1.27060
H 1.39076 -0.05421 1.72271
H 0.86192 0.47573 -1.27240
H 2.85199 2.03112 -1.08084
H 2.75403 1.84566 0.69787

List of relative energies, unit eV: (w) 3.185; (x) 0.000

(w)
70
Properties=species:S:1:pos:R:3 method="wB97M-V/def2-TZVPD" total_charge=-1 gap_ev=6.44 homo_energy_ev=-4.8
Cs 0.26822 -1.55982 -0.91254
C 0.42605 -3.44787 3.21442
C 1.47923 -4.42563 2.70525
S 1.60093 -4.48683 0.89904
C 3.38506 -4.32753 0.63534
C 4.07578 -3.10113 1.22800
S 3.36470 -1.54174 0.64169
C 3.07338 -0.61548 2.16842
C 2.20493 -1.27506 3.23581
S 0.54695 -1.73045 2.65825
H 0.40063 -3.47464 4.30652
H -0.56472 -3.75928 2.87430
H 1.22769 -5.42050 3.08029
H 2.46105 -4.18384 3.10977
H 3.46971 -4.31627 -0.45258
H 3.88257 -5.23279 0.99044
H 5.12830 -3.14287 0.94279
H 4.04310 -3.10603 2.31712
H 2.58333 0.29650 1.81893
H 4.03212 -0.32704 2.60477
H 2.10091 -0.57438 4.06695
H 2.68675 -2.16481 3.64036
C -2.87134 5.34670 -2.73519
C -2.33343 5.65073 -1.34248
C -1.38647 6.83895 -1.40588
C -0.79555 7.13962 -0.04227
C -0.09528 5.91946 0.48255
C 0.98079 6.02525 1.33207
C 1.59969 4.87790 1.81898
F 2.65052 5.02956 2.66014
C 1.17550 3.63102 1.47499
C 0.08267 3.49699 0.60608
C -0.37198 2.13270 0.26784
O 0.25340 1.14850 0.67276
C -1.58130 2.08214 -0.50879
C -2.12883 3.22837 -0.96497
N -1.63629 4.48728 -0.75452
C -0.55238 4.63772 0.10108
C -2.28413 0.76270 -0.83352
O -3.21022 0.42997 -0.08083
O -1.85538 0.16875 -1.85487
H -3.22216 6.27659 -3.18427
H -3.70797 4.65217 -2.73374
H -2.08264 4.93305 -3.36561
H -3.17041 5.91246 -0.68288
H -1.94001 7.69610 -1.79206
H -0.58577 6.61536 -2.11799
H -1.59654 7.43320 0.64490
H -0.09683 7.97602 -0.09131
H 1.34771 6.99974 1.62992
H 1.65472 2.74012 1.85505
H -3.03349 3.18058 -1.55160
N 1.87801 -3.95779 -2.49801
C 2.22591 -4.20490 -3.57728
C 2.68396 -4.51250 -4.86550
C 4.06982 -4.45909 -5.13119
N 5.20637 -4.41978 -5.34289
C 1.77923 -4.90612 -5.87427
N 1.04057 -5.22985 -6.70298
I -4.12384 -6.69057 1.82801
C -3.72064 -4.97436 0.71627
C -4.74533 -4.27634 0.09500
C -4.41632 -3.14219 -0.62502
C -3.08670 -2.74948 -0.69748
N -2.10808 -3.42762 -0.09167
C -2.41806 -4.52161 0.59854
H -5.77121 -4.60930 0.17675
H -5.17955 -2.55274 -1.11347
H -2.80559 -1.84697 -1.23215
H -1.59182 -5.05099 1.06041

(x)
70
Properties=species:S:1:pos:R:3 method="wB97M-V/def2-TZVPD" total_charge=-1 gap_ev=6.87 homo_energy_ev=-5.0
Cs -1.21007 0.57642 0.13276
C 2.55236 -3.49150 0.36849
C 1.81904 -4.53082 -0.47571
S 0.82905 -3.81788 -1.81453
C -0.76898 -4.64973 -1.62122
C -1.44207 -4.57416 -0.25310
S -1.64591 -2.88294 0.36085
C -1.01421 -2.98094 2.05042
C 0.46790 -3.29314 2.22131
S 1.56290 -2.24226 1.22673
H 3.22580 -2.91008 -0.26380
H 3.17701 -4.01792 1.09477
H 1.16913 -5.14055 0.14973
H 2.55981 -5.20609 -0.90955
H -0.68133 -5.69710 -1.92051
H -1.39436 -4.15785 -2.36985
H -0.87885 -5.13522 0.49314
H -2.41998 -5.05309 -0.33390
H -1.60805 -3.69703 2.62275
H -1.22090 -1.98347 2.45552
H 0.68683 -4.33476 1.98046
H 0.71618 -3.13933 3.27222
C 0.01703 3.75700 7.50291
C -1.19452 4.30454 6.75324
C -1.22354 5.82126 6.88891
C -2.28571 6.43820 5.99869
C -2.00026 6.06151 4.57647
C -2.25921 6.91650 3.53223
C -2.00922 6.51290 2.22465
F -2.27812 7.38826 1.23129
C -1.51754 5.27401 1.93253
C -1.24513 4.38770 2.98170
C -0.75437 3.03337 2.65150
O -0.38116 2.76865 1.50821
C -0.74200 2.11786 3.76186
C -0.89329 2.61175 5.01409
N -1.17216 3.90719 5.33166
C -1.46160 4.78612 4.30586
C -0.57895 0.60167 3.61174
O 0.22072 0.03574 4.36611
O -1.34681 0.08014 2.75991
H 0.00452 4.13896 8.52423
H 0.93569 4.09029 7.01940
H 0.03641 2.67200 7.55630
H -2.11113 3.89813 7.19930
H -0.24244 6.22166 6.61650
H -1.39546 6.06431 7.93872
H -2.30781 7.52375 6.10436
H -3.27377 6.06581 6.29066
H -2.67006 7.90119 3.71392
H -1.33842 4.95689 0.91560
H -0.78211 1.93456 5.84553
N -3.27887 1.49541 -1.83495
C -3.68215 2.23178 -2.63122
C -4.09816 3.12725 -3.61746
C -5.45250 3.20554 -3.98366
N -6.56560 3.26482 -4.29001
C -3.13123 3.89337 -4.28511
N -2.33006 4.49920 -4.86094
I -1.21045 -3.03613 -5.50438
C -0.98885 -1.05592 -4.87891
C -1.63457 -0.02243 -5.53911
C -1.45812 1.26276 -5.05611
C -0.65967 1.44694 -3.93602
N -0.03980 0.45344 -3.30601
C -0.19896 -0.77786 -3.77602
H -2.26489 -0.21443 -6.39660
H -1.94380 2.11150 -5.51763
H -0.53591 2.43910 -3.51910
H 0.31103 -1.57040 -3.24204

List of relative energies, unit eV: (w) 0.000; (x) 0.097

(w)
27
Properties=species:S:1:pos:R:3 method="wB97M-V/def2-TZVPD" total_charge=+1 gap_ev=8.33 homo_energy_ev=-12.2
C 1.31328 2.84126 -0.10786
C -2.09141 -3.81644 0.33292
C -2.94098 -2.79852 0.63650
C -0.81023 -3.68452 -0.01138
C -2.46981 -1.45154 0.60298
C -0.32010 -2.38536 -0.09153
C -1.14741 -1.23617 0.16503
C 2.59185 2.55968 0.20068
C -0.59878 0.07262 -0.12669
C 3.66586 2.53454 -0.61761
N 0.25379 3.20952 -0.29356
N -2.66582 1.41624 0.07912
N 4.89336 2.11875 -0.31795
N -1.32221 1.17155 -0.08641
H -2.51648 -4.81747 0.43890
H -4.05151 -2.93131 0.88582
H -0.15253 -4.61812 -0.25329
H -3.11769 0.97042 -0.72539
H 0.68529 -2.10525 -0.41944
H 2.86290 2.28720 1.17088
H 0.40970 0.31893 -0.41481
H 3.36398 2.73952 -1.66124
H -2.69049 2.41408 0.18032
H 5.07919 1.68067 0.64343
H 5.57750 2.01054 -0.97533
H -3.04098 -0.58933 0.89813
H -0.76028 2.08854 -0.13223

(x)
27
Properties=species:S:1:pos:R:3 method="wB97M-V/def2-TZVPD" total_charge=+1 smiles="N[C@@H]1Cc2cccnc2C2=NC[NH2+][C@H]21" gap_ev=9.41 homo_energy_ev=-12.7
N 2.41361 1.81115 -0.05337
C 1.29727 0.95610 -0.43728
C -0.07104 1.65541 0.06495
C -1.30019 0.79058 0.08639
C -2.59020 1.38508 -0.06190
C -3.71679 0.50359 -0.06705
C -3.49455 -0.85679 0.10585
N -2.32076 -1.40501 0.05428
C -1.28696 -0.60647 0.12015
C 0.05140 -1.25624 0.12954
N 0.44327 -2.40192 -0.24511
C 1.80555 -2.49791 -0.34806
N 2.38853 -1.27282 0.35581
C 1.29551 -0.27024 0.46375
H 3.15983 1.76115 -0.74177
H 2.16752 2.77889 0.01912
H 1.12232 0.59096 -1.41495
H -0.43206 2.60627 -0.55853
H 0.01255 2.04077 1.16862
H -2.86549 2.45149 -0.30287
H -4.74536 0.97363 -0.08027
H -4.38269 -1.62994 0.13213
H 2.01642 -3.54446 0.13302
H 1.99457 -2.41844 -1.34559
H 2.67759 -1.52472 1.29709
H 3.32095 -0.83159 0.05422
H 1.03921 0.21147 1.47183

List of relative energies, unit eV: (w) 0.383; (x) 0.000